Record 1
46
Properties=species:S:1:pos:R:3 method="wB97M-V/def2-TZVPD" lumo_ev=-1.262 energy_ev=-115550.7233 charge=0 gap_ev=8.259 smiles="CC(C)(C)NC(=O)NS(=O)(=O)c1cc([N+](=O)[O-])ccc1Oc1cccc(Br)c1" homo_energy_ev=-9.52
C 0.640 2.563 -1.364
C 2.132 2.244 -1.323
C 2.823 2.585 -2.683
C 2.786 3.150 -0.264
N 2.377 0.874 -0.918
C 1.797 0.217 0.171
O 1.243 0.761 1.077
N 1.984 -1.124 0.362
S 1.477 -2.081 -0.899
O 1.805 -3.485 -0.594
O 2.189 -1.627 -2.099
C -0.331 -1.875 -0.951
C -0.850 -1.654 -2.259
C -2.226 -1.436 -2.457
N -2.751 -1.143 -3.748
O -1.967 -0.864 -4.664
O -3.969 -1.233 -3.900
C -3.094 -1.375 -1.333
C -2.549 -1.624 -0.084
C -1.183 -1.879 0.137
O -0.684 -2.213 1.393
C -1.184 -1.606 2.532
C -1.299 -2.411 3.673
C -1.583 -1.782 4.908
C -1.852 -0.418 5.000
C -1.759 0.366 3.829
Br -2.062 2.262 3.880
C -1.389 -0.229 2.617
H 0.248 2.681 -0.330
H 0.485 3.525 -1.850
H 0.022 1.837 -1.863
H 2.302 2.102 -3.536
H 3.855 2.226 -2.668
H 2.785 3.676 -2.855
H 2.718 4.207 -0.555
H 3.824 2.856 -0.112
H 2.314 3.067 0.712
H 2.894 0.266 -1.548
H 1.574 -1.431 1.224
H -0.202 -1.651 -3.162
H -4.178 -1.277 -1.446
H -3.200 -1.635 0.788
H -1.122 -3.478 3.579
H -1.572 -2.337 5.853
H -2.082 0.002 5.974
H -1.187 0.401 1.759


Record 2
41
Properties=species:S:1:pos:R:3 method="wB97M-V/def2-TZVPD" lumo_ev=-2.925 energy_ev=-38446.3907 charge=+1 gap_ev=8.843 smiles=Cc1c(Cl)cccc1[NH2+]c1nc(NCCO)c2ccccc2n1 homo_energy_ev=-11.77
C -2.634 -1.450 1.486
C -2.677 -0.268 0.569
C -3.668 -0.097 -0.403
Cl -4.928 -1.261 -0.576
C -3.664 1.004 -1.248
C -2.674 1.964 -1.144
C -1.683 1.833 -0.186
C -1.711 0.731 0.649
N -0.642 0.598 1.653
C 0.566 -0.010 1.046
N 1.476 0.888 0.737
C 2.561 0.449 0.097
N 3.461 1.365 -0.259
C 3.290 2.774 0.020
C 2.083 3.405 -0.717
O 1.008 3.698 0.142
C 2.718 -0.956 -0.171
C 3.827 -1.535 -0.806
C 3.884 -2.893 -0.998
C 2.841 -3.719 -0.568
C 1.741 -3.185 0.055
C 1.661 -1.801 0.262
N 0.555 -1.288 0.877
H -2.826 -1.152 2.519
H -3.402 -2.164 1.207
H -1.665 -1.944 1.423
H -4.442 1.104 -1.988
H -2.675 2.815 -1.805
H -0.896 2.568 -0.093
H -0.355 1.534 1.968
H -0.981 0.008 2.423
H 4.265 1.076 -0.791
H 3.131 2.896 1.097
H 4.214 3.277 -0.260
H 1.691 2.698 -1.452
H 2.405 4.309 -1.246
H 1.240 4.459 0.687
H 4.647 -0.918 -1.143
H 4.742 -3.330 -1.485
H 2.906 -4.784 -0.729
H 0.925 -3.802 0.394


Record 3
41
Properties=species:S:1:pos:R:3 method="wB97M-V/def2-TZVPD" lumo_ev=0.657 energy_ev=-48912.7281 charge=0 gap_ev=9.498 smiles="CCOC(=O)C[C@H](NC(=O)Cc1cccs1)c1ccccc1Cl" homo_energy_ev=-8.84
C 2.744 0.609 -3.445
C 1.546 1.519 -3.214
O 1.348 1.779 -1.821
C 0.752 0.833 -1.103
O 0.336 -0.201 -1.569
C 0.689 1.224 0.356
C -0.507 0.576 1.088
N -0.386 -0.859 1.020
C 0.008 -1.603 2.075
O 0.043 -1.199 3.216
C 0.389 -3.036 1.681
C 1.204 -3.055 0.435
C 0.866 -3.522 -0.797
C 1.870 -3.310 -1.770
C 2.955 -2.674 -1.267
S 2.778 -2.321 0.409
C -1.808 1.083 0.509
C -2.573 0.320 -0.364
C -3.749 0.812 -0.903
C -4.186 2.083 -0.575
C -3.444 2.860 0.296
C -2.268 2.359 0.827
Cl -1.372 3.363 1.920
H 3.634 1.039 -2.991
H 2.910 0.490 -4.511
H 2.557 -0.369 -3.006
H 1.701 2.501 -3.663
H 0.638 1.061 -3.619
H 1.616 0.880 0.825
H 0.655 2.310 0.431
H -0.456 0.843 2.151
H -0.258 -1.229 0.086
H 0.935 -3.469 2.521
H -0.528 -3.611 1.531
H -0.070 -4.010 -1.007
H 1.779 -3.618 -2.796
H 3.860 -2.392 -1.768
H -2.243 -0.671 -0.627
H -4.324 0.200 -1.581
H -5.103 2.472 -0.992
H -3.772 3.852 0.566


Record 4
44
Properties=species:S:1:pos:R:3 method="wB97M-V/def2-TZVPD" lumo_ev="-3.777 / -5.291" energy_ev=-78479.1367 charge=+1 gap_ev="7.106 / 6.303" homo_energy_ev="-10.88 / -11.59" spin_multiplicity=5
Co 10.654 9.584 7.276
O 13.127 5.864 8.448
C 14.356 6.421 8.159
C 15.459 5.664 8.364
C 16.717 6.192 8.327
C 16.903 7.628 8.050
C 15.846 8.412 7.842
C 14.542 7.822 7.838
C 13.378 8.615 7.512
O 12.189 8.201 7.451
N 13.554 9.996 7.205
N 12.479 10.557 6.819
C 12.616 11.751 6.156
C 11.570 12.532 5.806
C 11.884 13.867 5.361
C 10.888 14.743 5.138
C 9.558 14.311 5.094
C 9.220 12.985 5.498
C 10.259 12.047 5.860
O 9.888 10.831 6.106
H 12.444 6.415 8.064
H 15.428 4.594 8.554
H 17.615 5.537 8.401
H 17.894 7.982 8.032
H 15.878 9.510 7.600
H 13.612 12.203 6.173
H 12.903 14.169 5.180
H 11.029 15.755 4.765
H 8.767 14.959 4.763
H 8.128 12.740 5.493
C 6.287 9.595 5.685
N 7.555 9.066 6.085
C 7.729 8.158 7.103
S 9.017 8.028 8.157
N 6.801 7.176 7.263
C 6.126 6.372 6.276
H 6.255 10.679 5.974
H 5.424 9.084 6.158
H 6.064 9.475 4.610
H 8.271 9.765 6.041
H 7.056 6.584 7.998
H 5.280 5.889 6.703
H 6.752 5.634 5.752
H 5.647 6.903 5.457


Record 5
62
Properties=species:S:1:pos:R:3 method="wB97M-V/def2-TZVPD" lumo_ev="0.054 / 0.084" energy_ev=-99633.8537 charge=0 gap_ev="5.825 / 6.095" homo_energy_ev="-5.77 / -6.01" spin_multiplicity=4
V 0.852 -0.611 -0.100
C 2.774 -1.707 -1.377
O 3.827 -2.175 -1.835
O 2.572 -0.403 -1.227
O 1.790 -2.409 -0.886
C -2.729 -0.088 2.176
N -1.772 0.914 1.606
O -0.771 0.479 1.075
O -2.055 2.089 1.695
H -2.634 0.032 3.254
H -2.416 -1.053 1.800
H -3.716 0.245 1.871
C 2.303 -1.332 5.201
C 1.012 -2.141 5.304
O 0.396 -1.831 4.085
C 1.367 -1.548 3.169
O 1.151 -1.458 2.011
O 2.547 -1.384 3.780
F 0.248 -1.724 6.344
H 3.170 -1.749 5.705
H 2.164 -0.275 5.430
H 1.208 -3.204 5.450
C 3.104 4.245 2.734
C 1.800 4.540 1.999
O 1.516 3.334 1.356
C 2.316 2.335 1.832
O 2.197 1.195 1.552
O 3.207 2.833 2.718
F 1.982 5.501 1.041
H 3.079 4.602 3.763
H 3.944 4.704 2.212
H 1.016 4.918 2.656
C -3.400 -4.124 -1.168
C -2.265 -5.123 -1.006
O -1.193 -4.323 -0.583
C -1.641 -3.133 -0.152
O -0.970 -2.273 0.300
O -2.991 -3.054 -0.302
F -1.946 -5.716 -2.182
H -4.334 -4.499 -0.755
H -3.554 -3.780 -2.188
H -2.462 -5.908 -0.276
C 0.375 3.760 -3.665
C 1.786 4.096 -3.183
O 1.756 3.548 -1.878
C 0.844 2.538 -1.852
O 0.734 1.749 -0.989
O 0.122 2.549 -2.997
F 1.981 5.436 -3.107
H 0.277 3.702 -4.746
H -0.290 4.561 -3.326
H 2.596 3.628 -3.744
C -3.026 -0.926 -4.185
C -1.723 -1.586 -4.604
O -1.083 -1.656 -3.340
C -1.479 -0.586 -2.633
O -0.946 -0.189 -1.645
O -2.559 -0.005 -3.192
F -0.984 -0.743 -5.382
H -3.581 -1.724 -3.672
H -3.702 -0.507 -4.919
H -1.794 -2.585 -5.024


Record 6
44
Properties=species:S:1:pos:R:3 method="wB97M-V/def2-TZVPD" lumo_ev=-8.185 energy_ev=-49817.0021 charge=+2 gap_ev=5.535 homo_energy_ev=-13.72
Pd -0.124 -0.646 -0.915
N -1.724 0.945 0.094
C -2.789 0.064 0.363
C -3.967 0.018 -0.250
C -4.735 -1.207 0.112
C -3.721 -3.272 0.903
C -2.413 -3.501 0.620
C -1.657 -4.717 0.646
C -0.305 -4.638 0.686
C 0.336 -3.356 0.569
N -0.279 -2.221 0.478
C -1.731 -2.195 0.374
H -1.203 1.225 0.920
H -2.004 1.772 -0.424
H -4.338 0.752 -0.952
H -5.779 -0.975 0.308
H -4.382 -4.071 1.219
H -2.170 -5.665 0.750
H 0.317 -5.512 0.807
H 1.420 -3.315 0.528
N -6.859 -3.113 -0.060
C -5.984 -3.193 -1.081
S -6.207 -4.193 -2.345
C -4.714 -2.362 -0.934
C -3.901 -2.324 -2.046
C -2.536 -1.891 -2.073
N -1.747 -1.708 -1.067
C -2.536 -1.163 1.200
C -3.943 -1.832 1.310
H -7.699 -3.668 -0.120
H -6.794 -2.459 0.698
H -4.293 -2.711 -2.977
H -2.092 -1.718 -3.053
H -2.048 -0.963 2.155
H -4.408 -1.741 2.288
N 3.150 -0.242 -1.786
C 2.645 0.601 -0.891
O 1.482 0.497 -0.434
C 3.496 1.729 -0.412
I 3.232 3.367 -1.750
H 2.595 -0.976 -2.197
H 4.075 -0.093 -2.159
H 4.553 1.478 -0.401
H 3.161 2.048 0.569


Record 7
45
Properties=species:S:1:pos:R:3 method="wB97M-V/def2-TZVPD" lumo_ev="-3.426 / -3.976" energy_ev=-163396.9326 charge=+1 gap_ev="7.995 / 6.764" homo_energy_ev="-11.42 / -10.74" spin_multiplicity=4
Re 9.666 10.531 5.520
O 8.010 14.094 4.121
C 8.729 13.194 4.491
N 8.314 11.923 4.752
C 7.064 11.456 4.396
O 6.178 12.092 3.906
C 6.848 10.000 4.753
C 5.575 9.488 4.778
C 5.370 8.162 5.130
C 6.462 7.416 5.555
C 7.693 8.034 5.651
N 7.892 9.286 5.229
C 10.205 13.333 4.728
C 10.722 14.553 4.340
C 12.025 14.792 4.677
C 12.723 13.858 5.497
C 12.110 12.693 5.800
N 10.869 12.384 5.433
H 4.728 10.069 4.444
H 4.362 7.787 5.141
H 6.332 6.373 5.912
H 8.574 7.460 6.014
H 10.062 15.247 3.758
H 12.600 15.663 4.382
H 13.714 14.129 5.811
H 12.619 11.950 6.383
O 16.133 7.479 4.271
C 15.077 8.292 3.810
C 14.352 8.776 5.054
C 15.421 9.639 5.874
O 15.577 10.852 5.205
C 13.099 9.557 4.687
Se 11.804 9.180 6.156
C 13.940 7.467 5.843
Se 12.015 6.913 5.707
H 16.721 7.277 3.588
H 14.388 7.699 3.178
H 15.428 9.139 3.221
H 16.289 8.959 5.898
H 15.103 9.815 6.911
H 16.349 11.347 5.543
H 12.634 9.105 3.811
H 13.295 10.619 4.573
H 14.102 7.605 6.919
H 14.468 6.597 5.493


Record 8
43
Properties=species:S:1:pos:R:3 method="wB97M-V/def2-TZVPD" lumo_ev=-0.656 energy_ev=-40860.3136 charge=0 gap_ev=8.350 smiles="CCC(CC)c1nnc(NC(=O)CN2C(=O)c3ccccc3C2=O)s1" homo_energy_ev=-9.01
C -4.615 -3.635 0.047
C -4.041 -2.342 -0.517
C -4.113 -1.165 0.475
C -5.546 -0.670 0.698
C -5.612 0.414 1.767
C -3.273 -0.063 -0.065
N -3.626 0.761 -0.978
N -2.696 1.629 -1.337
C -1.579 1.494 -0.700
N -0.524 2.310 -1.002
C 0.745 2.470 -0.516
O 1.535 3.151 -1.125
C 1.120 1.807 0.804
N 2.070 0.748 0.549
C 1.896 -0.216 -0.432
O 0.916 -0.317 -1.127
C 3.132 -1.031 -0.405
C 3.503 -2.127 -1.155
C 4.754 -2.686 -0.906
C 5.595 -2.159 0.061
C 5.220 -1.053 0.818
C 3.981 -0.499 0.571
C 3.305 0.664 1.190
O 3.673 1.405 2.062
S -1.609 0.184 0.467
H -4.474 -4.443 -0.665
H -4.114 -3.904 0.975
H -5.680 -3.541 0.244
H -2.993 -2.509 -0.781
H -4.571 -2.061 -1.428
H -3.686 -1.489 1.431
H -5.929 -0.279 -0.245
H -6.168 -1.512 1.004
H -5.213 0.049 2.711
H -6.642 0.723 1.927
H -5.039 1.286 1.462
H -0.694 2.843 -1.852
H 1.641 2.546 1.423
H 0.252 1.424 1.346
H 2.844 -2.530 -1.907
H 5.074 -3.543 -1.479
H 6.560 -2.613 0.229
H 5.870 -0.636 1.571


Record 9
45
Properties=species:S:1:pos:R:3 method="wB97M-V/def2-TZVPD" lumo_ev=0.493 energy_ev=-53742.4541 charge=0 gap_ev=8.327 smiles="CCOC(=O)c1c(NC(=O)CSc2n[nH]c(-c3ccco3)n2)sc(C)c1C" homo_energy_ev=-7.83
C 0.536 -3.683 -1.263
C 0.256 -3.734 0.233
O 0.016 -2.431 0.763
C 1.117 -1.697 1.102
O 2.229 -2.158 0.994
C 0.781 -0.356 1.567
C -0.494 0.189 1.564
N -1.663 -0.410 1.158
C -2.833 0.280 1.090
O -2.929 1.420 1.490
C -3.991 -0.516 0.525
S -4.923 0.492 -0.682
C -3.568 1.067 -1.593
N -3.633 2.047 -2.470
N -2.363 2.173 -2.886
C -1.582 1.272 -2.249
C -0.171 1.137 -2.427
C 0.714 0.245 -1.875
C 1.983 0.587 -2.386
C 1.781 1.653 -3.210
O 0.484 1.995 -3.246
N -2.329 0.550 -1.431
S -0.529 1.815 2.113
C 1.192 1.783 2.378
C 1.892 2.982 2.915
C 1.752 0.589 2.045
C 3.217 0.338 2.193
H 1.458 -3.138 -1.448
H -0.279 -3.189 -1.787
H 0.644 -4.694 -1.646
H -0.654 -4.299 0.446
H 1.103 -4.181 0.762
H -1.569 -1.340 0.771
H -3.657 -1.431 0.039
H -4.708 -0.744 1.315
H -2.106 2.875 -3.562
H 0.471 -0.543 -1.196
H 2.913 0.106 -2.165
H 2.455 2.236 -3.806
H 2.649 3.332 2.213
H 2.394 2.743 3.853
H 1.180 3.783 3.092
H 3.782 1.078 1.626
H 3.474 -0.653 1.841
H 3.507 0.431 3.240


Record 10
41
Properties=species:S:1:pos:R:3 method="wB97M-V/def2-TZVPD" lumo_ev=0.199 energy_ev=-36762.4903 charge=0 gap_ev=8.668 smiles="CCNC(=O)c1cc2c(-c3ccc(C)cc3C)nc(N)nc2s1" homo_energy_ev=-8.47
C 3.188 -0.651 4.714
C 3.820 -0.107 3.517
N 2.712 0.231 2.594
C 2.203 1.530 2.373
O 2.944 2.449 2.817
C 1.098 1.812 1.437
C 0.737 1.144 0.300
C -0.486 1.741 -0.233
C -1.333 1.287 -1.256
C -0.994 -0.009 -1.802
C -0.085 -0.119 -2.897
C 0.173 -1.379 -3.289
C -0.505 -2.467 -2.780
C -0.212 -3.788 -3.428
C -1.412 -2.402 -1.768
C -1.542 -1.178 -1.283
C -2.602 -1.102 -0.192
N -2.267 2.109 -1.768
C -2.557 3.132 -1.033
N -3.751 3.551 -1.327
N -1.969 3.517 0.045
C -0.909 2.798 0.401
S -0.077 3.147 1.942
H 2.788 -1.613 4.485
H 2.436 -0.004 5.044
H 3.922 -0.761 5.438
H 4.534 -0.771 3.195
H 4.394 0.823 3.830
H 2.351 -0.533 2.045
H 1.300 0.324 -0.168
H 0.611 0.686 -3.291
H 1.001 -1.596 -3.910
H -0.416 -3.698 -4.502
H -0.872 -4.542 -3.014
H 0.889 -4.030 -3.138
H -1.949 -3.192 -1.394
H -2.942 -2.073 0.167
H -2.278 -0.645 0.811
H -3.555 -0.663 -0.509
H -4.335 2.789 -1.561
H -4.056 4.253 -0.613


Record 11
47
Properties=species:S:1:pos:R:3 method="wB97M-V/def2-TZVPD" lumo_ev=-0.307 energy_ev=-56719.6429 charge=0 gap_ev=8.431 smiles="COc1ccc(-n2nnnc2Sc2ccc(S(=O)(=O)N3CCOCC3)cn2)cc1" homo_energy_ev=-8.74
C -0.245 -4.007 -1.227
O 0.477 -3.710 -0.048
C 1.385 -2.720 -0.058
C 1.768 -1.986 -1.181
C 2.735 -1.003 -1.078
C 3.310 -0.722 0.154
N 4.247 0.313 0.313
N 5.316 0.183 1.108
N 5.947 1.280 1.105
N 5.348 2.185 0.353
C 4.278 1.605 -0.145
S 3.176 2.381 -1.250
C 1.643 1.666 -0.726
C 1.365 1.404 0.617
C 0.206 0.708 0.904
C -0.632 0.354 -0.142
S -2.066 -0.684 0.157
O -1.842 -1.366 1.393
O -2.273 -1.436 -1.047
N -3.389 0.280 0.361
C -3.945 0.959 -0.786
C -3.448 2.407 -0.863
O -3.677 3.086 0.352
C -3.029 2.455 1.433
C -3.520 1.013 1.600
C -0.308 0.744 -1.430
N 0.809 1.383 -1.712
C 2.951 -1.463 1.278
C 2.003 -2.451 1.171
H -0.871 -4.860 -0.970
H -0.883 -3.170 -1.521
H 0.426 -4.284 -2.046
H 1.321 -2.174 -2.143
H 3.040 -0.461 -1.961
H 2.041 1.716 1.398
H -0.047 0.415 1.911
H -3.664 0.389 -1.671
H -5.036 0.955 -0.685
H -3.995 2.963 -1.625
H -2.373 2.427 -1.102
H -3.267 3.049 2.316
H -1.939 2.466 1.271
H -2.951 0.476 2.358
H -4.579 1.021 1.879
H -0.949 0.497 -2.264
H 3.429 -1.251 2.222
H 1.707 -3.034 2.027